(1)
A 3-piece molecular cluster, C2H11N2O3 overall, computed with ωB97M-V/def2-TZVPD.

Summary:
Largest force on an atom in eV Å⁻¹: 2.21
Spin multiplicity: 2
Highest occupied orbital energy (spin up / spin down) in eV: -3.045 / -10.784
Electronic energy in a.u.: -417.92371
Gap between HOMO and LUMO (spin up / spin down) in Eh: 0.1381 / 0.4149

Positions of all 18 atoms, in Å:
N 1.4028 -0.5459 -0.5462
C 0.0601 -0.1957 0.0309
C 0.2254 1.1171 0.7369
N -0.6620 1.4036 1.7093
O 1.2229 1.7979 0.5485
H 1.2295 -1.0913 -1.4189
H 1.9579 0.2754 -0.8075
H 1.9662 -1.1615 0.0409
H -0.2496 -0.9878 0.7630
H -0.6136 -0.4634 -0.7965
H -1.4614 0.8657 2.0010
H -0.5202 2.2653 2.2107
H -0.3127 -1.7001 -2.9660
H 0.2288 -0.4676 -3.8240
O 0.3498 -0.9751 -3.0100
H -2.1355 -1.8563 0.3609
H -2.4148 -1.9635 1.9577
O -2.1153 -1.4013 1.2318

Forces on the atoms, in the same order (eV/Å):
0.10 -0.84 -0.44
0.63 -2.04 0.56
0.02 0.02 0.48
-0.32 0.58 0.26
-0.19 0.17 -0.29
-0.05 0.26 -0.08
-0.26 0.25 0.28
-0.06 0.22 0.35
0.78 0.89 -0.52
-0.43 1.18 0.04
0.10 -0.45 -0.58
0.16 0.02 -0.11
-0.01 0.21 -0.18
-0.19 -0.12 -0.15
0.14 -0.18 0.20
-0.24 -0.23 0.70
-0.06 -0.31 -0.64
-0.15 0.39 0.11

(2)
A 2-piece molecular cluster, C2H11N3O overall, computed with ωB97M-V/def2-TZVPD.

Summary:
Largest force on an atom in eV Å⁻¹: 0.98
Highest occupied orbital energy in eV: -9.361
Electronic energy in a.u.: -322.26731
SMILES: NCN.NCO
Gap between HOMO and LUMO in Eh: 0.3808

Positions of all 17 atoms, in Å:
N -6.6666 0.7062 -0.8663
C -5.7789 0.0385 0.0328
N -4.4729 -0.3671 -0.5602
H -6.6755 1.7092 -0.8453
H -6.6449 0.3544 -1.8115
H -6.2233 -0.9094 0.3593
H -5.6576 0.6313 0.9430
H -3.8236 -0.3207 0.2149
H -4.1029 0.3760 -1.1558
N 5.8547 -1.3300 0.1676
C 6.1122 0.0145 0.5623
O 4.9887 0.8434 0.7383
H 4.9642 -1.7245 0.4182
H 5.9544 -1.4107 -0.8316
H 6.7486 0.4536 -0.2076
H 6.7187 0.0221 1.4715
H 4.2912 0.3442 1.1729

Forces on the atoms, in the same order (eV/Å):
-0.39 -0.11 -0.09
0.18 -0.64 -0.07
0.14 0.84 0.23
0.30 0.11 0.00
0.02 -0.04 0.05
-0.12 0.14 -0.05
-0.03 0.25 -0.14
0.33 -0.53 0.14
-0.44 -0.01 -0.07
0.30 -0.54 -0.76
0.68 0.13 0.48
-0.35 0.32 -0.33
-0.15 0.08 0.36
-0.21 -0.19 -0.13
-0.18 0.22 0.00
-0.18 -0.03 0.28
0.09 0.01 0.10

(3)
A 2-piece molecular cluster, C2H11N3O overall, computed with ωB97M-V/def2-TZVPD.

Summary:
Largest force on an atom in eV Å⁻¹: 0.98
Highest occupied orbital energy in eV: -8.627
Electronic energy in a.u.: -322.26596
SMILES: NCN.NCO
Gap between HOMO and LUMO in Eh: 0.3499

Positions of all 17 atoms, in Å:
N 3.7831 0.2537 0.3607
C 2.3608 0.1915 -0.0492
N 1.9989 -0.9152 -0.8717
H 3.9752 -0.5935 0.8939
H 4.3583 0.1738 -0.4664
H 2.1839 1.1572 -0.5382
H 1.7577 0.1853 0.8561
H 2.5288 -1.1603 -1.6823
H 1.3024 -1.5893 -0.6159
N -4.0489 0.4985 0.4165
C -2.6594 0.1361 0.5767
O -1.9145 0.2489 -0.6074
H -4.2949 0.8455 -0.4902
H -4.3442 1.0736 1.1848
H -2.5803 -0.8774 0.9947
H -2.1429 0.7621 1.2826
H -2.2640 -0.3906 -1.2449

Forces on the atoms, in the same order (eV/Å):
-0.60 -0.56 0.27
0.77 0.60 0.05
-0.41 -0.47 -0.16
0.10 0.15 -0.02
0.13 0.14 -0.16
-0.16 -0.14 -0.09
-0.09 -0.09 -0.03
0.18 0.18 -0.12
0.07 0.18 0.26
0.03 -0.64 0.57
0.23 -0.50 0.03
-0.21 -0.24 -0.49
0.10 0.43 -0.09
-0.36 0.36 -0.25
-0.07 -0.10 -0.27
0.10 0.57 0.36
0.19 0.13 0.16

(4)
A 3-piece molecular cluster, C2H11N3O2 overall, computed with ωB97M-V/def2-TZVPD.

Summary:
Largest force on an atom in eV Å⁻¹: 3.61
Highest occupied orbital energy in eV: -9.370
Electronic energy in a.u.: -397.52170
SMILES: [H]/N=C(\N)NC.O.O
Gap between HOMO and LUMO in Eh: 0.3619

Positions of all 18 atoms, in Å:
C -0.4965 0.8410 0.0890
N -0.8567 -0.5317 -0.0563
C -0.1008 -1.2372 -0.9954
N -0.6448 -2.5357 -1.2139
N 1.1065 -0.9198 -1.2744
H -0.4569 1.5608 -0.7223
H 0.4740 0.8599 0.5931
H -1.0823 1.3856 0.8542
H -1.7786 -0.9183 -0.1638
H -0.7078 -3.2262 -0.4735
H -0.3219 -2.9721 -2.0632
H 1.4645 -1.4495 -2.0586
H -1.5776 1.3123 4.2437
H -0.2287 1.8387 4.1445
O -1.0576 2.0327 4.6144
H 1.5257 0.7930 -2.0276
H 2.6995 1.5428 -1.4015
O 2.0401 1.6238 -2.0883

Forces on the atoms, in the same order (eV/Å):
0.14 1.74 2.60
0.66 -1.24 -2.28
0.96 -1.95 2.89
-0.81 0.15 -1.24
-0.82 1.40 -1.41
-0.04 -0.68 -0.85
0.23 -0.03 -0.51
-0.42 -0.73 -0.30
-0.65 0.94 0.43
0.14 0.74 0.18
0.15 0.04 0.07
0.29 -0.65 0.37
-0.58 0.04 0.27
0.01 0.54 0.43
0.57 -0.59 -0.71
0.40 0.27 0.37
0.14 -0.12 0.21
-0.37 0.14 -0.52

Q: Which formula does entry 3 have?
A: C2H11N3O